No. 1
{"formula": "C4H12N4", "method": "ωB97M-V with the def2-TZVPD basis set", "species": ["H", "C", "H", "H", "C", "N", "C", "N", "H", "H", "N", "H", "H", "H", "H", "H", "C", "H", "H", "N"], "xyz": [[0.4708, -0.9066, 2.1779], [-1.4011, 0.6047, 1.5310], [-1.8019, 0.1269, 2.4264], [1.2840, 0.7766, 0.6478], [1.1090, 0.0207, -0.1161], [-0.7347, 1.4855, -1.0048], [2.0811, -0.4455, -0.9611], [-1.0685, -0.3813, 0.5522], [0.5111, -2.0723, 1.0762], [-0.4115, 2.1780, -0.3395], [1.0217, -1.2453, 1.3889], [1.8804, -0.5649, -2.0167], [-0.3834, -1.6793, -1.5250], [-0.5530, 1.2578, 1.8232], [-1.5841, -0.6753, -1.9862], [2.9998, -0.8463, -0.5532], [-0.3690, 0.1213, -0.5937], [-0.2878, 1.6783, -1.8938], [-2.1690, 1.2833, 1.1289], [-0.5939, -0.7163, -1.7624]], "relative_energy_ev": 5.4830, "homo_ev": [-8.242, -8.380], "homo_lumo_gap_ev": [7.56, 8.48], "e_tot_ev": -10297.7886, "lumo_ev": [-0.68, 0.10], "spin_multiplicity": 1, "charge": 0}

=====

No. 2
{"formula": "C4H12N4", "method": "ωB97M-V with the def2-TZVPD basis set", "species": ["H", "H", "N", "H", "H", "N", "C", "N", "H", "C", "H", "H", "H", "C", "H", "C", "H", "H", "H", "N"], "xyz": [[-2.5733, -1.0750, 1.2306], [1.1746, -0.6806, 1.5714], [-2.2362, -1.0444, 0.2784], [2.9170, -0.4398, -0.3395], [1.3851, 1.0557, 1.8399], [0.2791, -0.4018, -1.0850], [-2.2709, 0.1151, -0.3655], [-2.8302, 1.2358, -0.2876], [3.0030, 1.3141, -0.1187], [0.9905, 0.5381, -0.2087], [-0.0854, -2.2146, -1.3893], [2.5641, 0.6389, -1.6993], [0.5746, 1.5148, -0.4786], [0.8133, 0.3086, 1.2912], [-3.6315, 1.2626, 0.3421], [2.4648, 0.5106, -0.6227], [-0.2376, 0.3787, 1.5679], [-1.2411, -1.5698, 0.0877], [-1.1967, 0.1447, -1.0114], [0.1367, -1.5916, -0.6028]], "relative_energy_ev": 3.4338, "homo_ev": -9.073, "homo_lumo_gap_ev": 8.81, "e_tot_ev": -10299.8379, "lumo_ev": -0.26, "spin_multiplicity": 1, "smiles": "[H]/N=N/C(C)C.[H]/N=C\\N", "charge": 0}

=====

No. 3
{"formula": "C4H12N4", "method": "ωB97M-V with the def2-TZVPD basis set", "species": ["H", "H", "C", "H", "C", "H", "H", "H", "N", "N", "H", "H", "H", "C", "N", "N", "H", "C", "H", "H"], "xyz": [[0.0696, 2.7359, 0.6152], [3.2841, -1.6264, 0.3575], [0.1958, 1.6055, 0.4724], [3.2307, 0.5580, -0.4455], [-1.2002, 1.0872, -0.2337], [0.5105, 1.0770, 1.4053], [2.7450, -1.6885, -1.0002], [-2.5849, -1.9943, 0.3340], [-1.2313, -0.2327, -0.0075], [1.4314, 1.7216, -0.5105], [-3.5841, -0.5746, 0.2106], [0.4976, -0.7084, 0.0196], [-1.0563, -0.4461, 1.0791], [2.0372, 0.5983, -0.3131], [1.6227, -0.5560, 0.3553], [2.3755, -1.7317, -0.0102], [-1.9569, 1.7223, 0.3526], [-2.5603, -1.1085, -0.1980], [-2.5512, -1.6034, -1.2508], [-1.2750, 1.1645, -1.2321]], "relative_energy_ev": 5.4260, "homo_ev": -8.599, "homo_lumo_gap_ev": 9.50, "e_tot_ev": -10297.8456, "lumo_ev": 0.90, "spin_multiplicity": 1, "smiles": "CNCC/N=C\\NN", "charge": 0}

=====

Taking the records one at a time from the top gives max |F| values of 3.0, 4.2, 10.0 eV/A.